(1)
{"formula": "C17H45LiN4O8", "method": "ωB97M-V/def2-TZVPD", "elements": ["O", "O", "O", "O", "O", "O", "O", "O", "N", "N", "N", "N", "C", "C", "C", "C", "C", "C", "C", "C", "C", "C", "C", "C", "C", "C", "C", "C", "C", "Li", "H", "H", "H", "H", "H", "H", "H", "H", "H", "H", "H", "H", "H", "H", "H", "H", "H", "H", "H", "H", "H", "H", "H", "H", "H", "H", "H", "H", "H", "H", "H", "H", "H", "H", "H", "H", "H", "H", "H", "H", "H", "H", "H", "H", "H"], "xyz": [[17.503, 17.799, -3.950], [19.374, 17.139, -2.069], [15.043, 15.466, 0.485], [21.643, 17.406, 0.833], [21.291, 17.217, -1.241], [23.390, 13.198, 1.302], [20.403, 14.970, -2.666], [19.647, 17.867, -0.143], [20.107, 17.397, -1.147], [19.895, 16.815, -4.619], [18.553, 15.415, -0.669], [20.673, 15.565, 0.304], [18.227, 18.554, -4.967], [19.705, 18.202, -4.809], [21.373, 15.016, -3.769], [24.089, 12.723, 2.403], [16.349, 14.929, 0.224], [22.432, 19.446, -0.081], [22.293, 14.096, 1.487], [16.682, 16.830, -1.490], [14.216, 14.535, 1.151], [22.957, 15.659, -0.489], [21.680, 18.785, 1.124], [16.115, 17.794, -4.242], [20.562, 13.716, -1.963], [17.251, 16.007, -0.312], [21.321, 16.472, -4.343], [21.873, 14.741, 0.103], [22.405, 18.923, 2.414], [19.059, 16.348, -3.163], [20.764, 16.145, 1.125], [21.419, 13.577, 1.881], [24.655, 13.484, 2.940], [13.207, 14.883, 1.375], [23.181, 16.527, 0.132], [17.889, 18.315, -5.976], [23.903, 15.144, -0.657], [19.685, 16.489, -5.552], [15.752, 17.323, -1.207], [15.614, 17.782, -3.273], [20.654, 19.140, 1.221], [17.509, 16.641, 0.536], [18.125, 19.630, -4.831], [16.414, 16.301, -2.404], [22.642, 15.943, -1.493], [15.815, 16.919, -4.820], [22.436, 14.941, -3.541], [24.834, 11.959, 2.179], [21.559, 14.067, -0.694], [23.386, 18.458, 2.509], [21.186, 14.351, -4.612], [18.906, 14.989, 0.176], [22.583, 14.932, 2.123], [20.083, 18.796, -3.976], [21.908, 16.578, -5.255], [23.474, 19.129, -0.043], [20.578, 16.242, -0.439], [21.977, 19.162, -1.030], [19.102, 16.250, -0.818], [23.388, 12.335, 3.142], [22.565, 19.985, 2.602], [15.843, 18.740, -4.709], [19.993, 13.647, -1.036], [22.350, 20.526, 0.045], [21.760, 18.463, 3.163], [16.779, 14.415, 1.083], [21.625, 13.559, -1.777], [21.105, 17.333, 0.041], [17.408, 17.575, -1.816], [20.187, 12.879, -2.551], [16.200, 14.190, -0.563], [21.859, 17.117, -3.648], [20.249, 18.510, -5.702], [14.652, 14.086, 2.043], [14.003, 13.712, 0.469]], "lowdin_charge": [-0.252, -0.104, -0.183, -0.202, -0.023, -0.189, -0.213, 0.122, -0.554, -0.132, 0.023, -0.003, -0.156, -0.229, -0.145, -0.141, -0.191, -0.015, -0.126, -0.048, -0.128, -0.035, -0.445, -0.092, -0.097, -0.363, -0.148, -0.317, -0.055, 0.511, 0.090, 0.119, 0.079, 0.083, 0.084, 0.123, 0.079, 0.138, 0.085, 0.068, 0.133, 0.140, 0.131, 0.071, 0.060, 0.104, 0.124, 0.084, 0.024, 0.083, 0.123, 0.069, 0.124, 0.131, 0.123, 0.085, -0.024, 0.063, -0.014, 0.080, 0.078, 0.096, 0.096, 0.073, 0.084, 0.125, 0.094, -0.081, 0.062, 0.105, 0.126, 0.117, 0.130, 0.083, 0.078], "total_energy_ha": -1502.55911, "total_charge": 0, "homo_lumo_gap_ev": 6.836, "multiplicity": 1, "de_lowest_kj_mol": 935.2}



(2)
{"formula": "C17H45N6O5", "method": "ωB97M-V/def2-TZVPD", "elements": ["O", "O", "O", "O", "O", "N", "N", "N", "N", "N", "N", "C", "C", "C", "C", "C", "C", "C", "C", "C", "C", "C", "C", "C", "C", "C", "C", "C", "H", "H", "H", "H", "H", "H", "H", "H", "H", "H", "H", "H", "H", "H", "H", "H", "H", "H", "H", "H", "H", "H", "H", "H", "H", "H", "H", "H", "H", "H", "H", "H", "H", "H", "H", "H", "H", "H", "H", "H", "H", "H", "H", "H", "H"], "xyz": [[2.695, 2.283, 4.393], [-3.148, 0.811, -0.664], [2.341, 2.649, -1.042], [0.894, -0.871, -3.419], [-6.716, -0.878, -2.984], [3.360, 0.752, -3.317], [-3.800, -1.428, -2.775], [2.070, -0.941, 3.504], [2.216, -0.422, 5.836], [3.633, 0.620, 7.529], [1.794, -2.584, 5.109], [1.137, 1.931, -1.249], [2.027, -1.275, 4.812], [2.190, 1.602, 3.244], [-2.650, -1.278, -1.891], [3.527, 1.877, -1.037], [3.215, -0.623, -2.860], [0.675, 1.576, 3.198], [3.503, -0.489, 6.626], [-6.118, -2.163, -3.094], [2.862, 0.235, 3.100], [-4.874, -2.255, -2.238], [0.282, -0.167, -4.484], [4.120, 1.611, -2.416], [-6.643, -0.096, -4.162], [-2.859, -0.568, -0.557], [2.196, -1.370, -3.692], [-4.514, 1.137, -0.866], [0.278, -0.753, -5.407], [3.817, 0.197, 3.614], [-4.170, -0.508, -2.979], [-5.179, 0.414, -0.389], [3.094, 0.107, 2.045], [4.259, 2.470, -0.480], [0.325, 1.078, 2.295], [3.375, 0.953, -0.459], [-5.620, 0.235, -4.371], [-0.748, 0.025, -4.189], [5.124, 1.193, -2.298], [2.435, -1.317, -4.757], [-5.898, -2.409, -4.136], [4.098, 1.392, 7.069], [4.361, -0.531, 5.962], [4.186, -1.123, -2.933], [-4.758, 1.208, -1.929], [2.880, -0.684, -1.814], [2.504, 2.191, 2.378], [2.728, 0.953, 7.833], [0.247, 1.019, 4.037], [2.208, -2.424, -3.400], [0.870, 1.883, -2.306], [-1.895, -0.718, -2.447], [-2.229, -2.270, -1.698], [-3.605, -1.069, 0.071], [4.237, 2.577, -2.911], [-4.538, -3.295, -2.206], [2.006, 2.847, 4.748], [-4.688, 2.117, -0.422], [2.442, 1.158, -3.440], [1.972, 0.534, 5.594], [-1.909, -0.625, -0.014], [0.770, 0.796, -4.671], [-5.156, -1.959, -1.218], [1.000, -2.825, 5.674], [-7.266, 0.783, -4.008], [2.415, -3.312, 4.806], [3.500, -1.404, 7.212], [-6.847, -2.890, -2.726], [-7.023, -0.646, -5.027], [0.338, 2.467, -0.735], [0.272, 2.583, 3.247], [1.195, 0.914, -0.847], [1.179, -1.008, 3.025]], "lowdin_charge": [-0.035, -0.186, -0.180, -0.206, -0.194, -0.045, -0.045, 0.118, 0.124, 0.041, 0.209, -0.097, -0.389, -0.408, -0.195, -0.237, -0.218, -0.027, -0.222, -0.216, -0.094, -0.215, -0.105, -0.194, -0.112, -0.233, -0.212, -0.092, 0.094, 0.132, 0.070, 0.090, 0.123, 0.120, 0.090, 0.093, 0.078, 0.075, 0.121, 0.127, 0.124, 0.080, 0.123, 0.125, 0.075, 0.100, 0.142, 0.084, 0.082, 0.122, 0.075, 0.095, 0.122, 0.110, 0.124, 0.124, 0.096, 0.088, 0.069, 0.109, 0.109, 0.081, 0.106, 0.124, 0.089, 0.124, 0.117, 0.123, 0.089, 0.089, 0.099, 0.081, 0.156], "total_energy_ha": -1379.10898, "total_charge": 1, "homo_lumo_gap_ev": 6.311, "multiplicity": 1}



Q: Look up the multiplicity of the first one.
A: 1